Entry from the Open Molecules 2025 dataset: CH2N2O2S as an isolated structure (ωB97M-V/def2-TZVPD).

XYZ file:
```
8
Properties=species:S:1:pos:R:3:lowdin_charge:R:1
C 0.70 -0.63 -0.12 -0.007
N -2.13 -0.33 -1.20 -0.279
N 0.95 0.60 0.04 -0.162
O -1.51 -0.46 1.32 -0.355
O -0.08 1.40 0.07 -0.165
S -1.25 -0.24 -0.07 0.670
H 1.46 -1.39 -0.17 0.105
H 1.86 1.06 0.13 0.194
```

The value obtained for the highest occupied orbital energy is -10.16 eV. The LUMO energy comes out at -0.35 eV. The total energy is -18973.46171 eV. The gap between HOMO and LUMO comes out at 9.80 eV. Its charge is 0.